# 1
# C70H185N15O20

A 15-piece molecular cluster, C70H185N15O20 overall (ωB97M-V with the def2-TZVPD basis set, the OMol25 dataset).

## Properties
Orbital gap (eV): 8.617
E (Eh): -5103.57372
E_LUMO (eV): 0.45

Structure (ORCA input):
```
! RIJCOSX wB97M-V def2-TZVPD def2/J DEFGRID3
* xyz 0 1
C 26.147 25.863 19.475
O 25.068 26.744 19.429
C 25.319 27.766 20.431
C 24.030 28.585 20.578
N 22.899 27.710 20.868
C 21.596 28.391 20.855
C 20.475 27.406 20.729
O 20.537 26.862 19.403
C 19.439 26.064 19.092
H 27.035 26.389 19.129
H 25.880 25.025 18.860
H 26.373 25.501 20.506
H 26.157 28.349 20.093
H 25.430 27.277 21.395
H 23.808 29.205 19.652
H 24.198 29.252 21.434
H 22.807 26.959 20.183
H 21.481 28.951 19.913
H 21.483 29.122 21.658
H 19.493 27.962 20.773
H 20.557 26.569 21.458
H 18.463 26.368 19.491
H 19.638 25.033 19.458
H 19.194 25.976 17.994
C 26.109 29.259 12.310
O 25.596 28.886 13.582
C 24.870 29.887 14.336
C 24.160 29.270 15.511
N 23.030 28.441 15.006
C 22.172 27.899 16.091
C 22.822 26.885 16.968
O 22.841 25.677 16.249
C 23.001 24.489 17.105
H 26.758 28.440 11.970
H 26.673 30.160 12.325
H 25.275 29.493 11.557
H 24.058 30.304 13.711
H 25.535 30.674 14.635
H 23.754 30.016 16.172
H 24.864 28.678 16.069
H 23.302 27.735 14.333
H 21.297 27.484 15.588
H 21.835 28.802 16.639
H 22.059 26.770 17.793
H 23.872 27.230 17.298
H 23.824 24.531 17.838
H 23.136 23.657 16.445
H 22.053 24.423 17.657
C 21.130 25.956 10.114
O 21.478 27.382 10.189
C 22.388 27.866 11.101
C 23.710 27.157 11.068
N 24.416 27.450 9.900
C 25.598 26.616 9.781
C 25.354 25.143 9.404
O 25.233 24.246 10.450
C 24.617 23.017 10.020
H 21.968 25.410 9.680
H 20.204 25.874 9.519
H 20.910 25.562 11.129
H 22.029 27.714 12.177
H 22.474 28.976 10.945
H 23.569 26.067 11.246
H 24.270 27.448 11.997
H 23.687 27.379 9.176
H 26.069 26.550 10.729
H 26.146 27.011 8.951
H 26.131 24.813 8.745
H 24.415 25.201 8.795
H 23.653 23.307 9.728
H 24.745 22.280 10.796
H 25.222 22.769 9.092
C 10.659 28.777 14.463
O 10.338 28.104 15.652
C 11.405 27.716 16.446
C 10.912 27.203 17.764
N 11.911 27.273 18.816
C 11.470 27.671 20.144
C 11.586 29.191 20.311
O 11.252 29.516 21.639
C 11.493 30.867 21.920
H 11.389 29.652 14.638
H 9.805 29.217 13.989
H 11.205 28.101 13.779
H 11.969 28.602 16.648
H 11.931 26.902 15.880
H 10.455 26.191 17.677
H 10.180 27.898 18.136
H 12.491 26.417 18.815
H 12.250 27.280 20.911
H 10.475 27.314 20.471
H 10.914 29.742 19.703
H 12.633 29.457 20.054
H 11.112 31.102 22.910
H 10.896 31.547 21.244
H 12.615 31.061 21.951
C 20.572 20.831 12.446
O 21.722 21.531 12.910
C 21.948 22.817 12.493
C 21.580 23.952 13.386
N 20.161 24.378 13.428
C 19.966 25.714 13.977
C 18.543 26.098 13.737
O 18.155 27.221 14.543
C 16.769 27.494 14.346
H 19.657 21.311 12.906
H 20.711 19.792 12.723
H 20.595 20.894 11.365
H 21.559 22.993 11.485
H 23.009 22.937 12.142
H 22.225 24.795 13.109
H 21.882 23.780 14.471
H 19.705 24.295 12.515
H 20.727 26.410 13.565
H 20.183 25.636 15.016
H 17.930 25.258 13.993
H 18.542 26.377 12.680
H 16.667 27.531 13.255
H 16.584 28.472 14.825
H 16.108 26.725 14.808
C 26.573 23.155 15.992
C 25.584 23.039 14.890
C 26.337 23.255 13.480
O 27.108 24.467 13.544
C 28.024 24.579 12.529
N 24.968 21.706 14.793
H 27.082 24.125 16.079
H 27.306 22.371 15.903
H 26.063 23.047 16.946
H 24.807 23.793 15.008
H 25.609 23.283 12.696
H 26.991 22.394 13.352
H 28.368 25.611 12.521
H 27.566 24.360 11.522
H 28.880 23.890 12.620
H 24.590 21.291 15.684
H 24.201 21.745 14.085
C 25.537 18.414 11.929
C 24.415 17.767 12.681
C 25.019 16.735 13.663
O 25.638 15.583 12.921
C 26.138 14.693 13.924
N 23.578 18.738 13.379
H 25.229 19.134 11.158
H 26.202 17.765 11.351
H 26.174 18.870 12.596
H 23.791 17.163 11.997
H 24.295 16.337 14.334
H 25.797 17.249 14.224
H 26.497 13.878 13.330
H 25.327 14.477 14.668
H 27.062 15.095 14.392
H 23.481 19.525 12.816
H 23.985 19.036 14.235
C 17.150 30.454 11.191
C 18.544 29.875 11.000
C 19.349 30.185 12.295
O 19.637 31.541 12.650
C 20.809 31.901 11.983
N 18.452 28.478 10.708
H 17.180 31.448 11.698
H 16.566 29.763 11.787
H 16.727 30.660 10.220
H 19.041 30.258 10.103
H 20.269 29.572 12.238
H 18.850 29.730 13.130
H 20.703 32.029 10.840
H 21.612 31.187 11.996
H 21.026 32.864 12.399
H 18.110 27.874 11.472
H 19.300 28.010 10.337
C 22.409 15.221 9.694
C 23.294 16.147 8.836
C 23.060 17.569 9.233
O 21.755 18.043 8.900
C 21.633 19.348 9.484
N 24.674 15.747 9.191
H 22.483 15.578 10.686
H 22.742 14.230 9.790
H 21.392 15.308 9.466
H 23.153 15.980 7.773
H 23.842 18.196 8.788
H 23.209 17.592 10.328
H 20.664 19.750 9.230
H 22.372 20.086 9.066
H 21.868 19.237 10.552
H 25.314 16.271 8.588
H 24.931 15.902 10.184
C 21.070 20.120 15.674
C 21.568 20.018 17.075
C 20.479 19.195 17.797
O 20.469 19.184 19.220
C 19.893 20.394 19.667
N 22.920 19.469 17.046
H 20.981 19.047 15.341
H 21.800 20.585 15.034
H 20.118 20.603 15.548
H 21.761 21.071 17.497
H 20.492 18.168 17.482
H 19.467 19.586 17.615
H 19.976 20.486 20.724
H 18.817 20.412 19.433
H 20.372 21.273 19.204
H 23.039 18.750 16.381
H 23.297 19.121 17.879
C 21.612 15.773 15.493
C 21.513 15.630 14.011
C 20.703 14.441 13.521
O 21.229 13.244 13.977
C 20.296 12.172 14.124
N 20.886 16.925 13.548
H 22.230 16.609 15.654
H 21.946 14.893 15.951
H 20.613 16.002 15.974
H 22.532 15.458 13.566
H 20.758 14.378 12.473
H 19.677 14.537 13.850
H 19.833 11.815 13.256
H 19.547 12.564 14.840
H 20.838 11.400 14.634
H 21.541 17.656 13.652
H 20.754 16.752 12.525
C 12.034 23.489 19.406
C 13.273 22.860 19.942
C 14.364 23.953 20.045
O 14.334 24.848 18.965
C 15.216 25.947 19.117
N 13.267 22.198 21.229
H 11.256 22.790 19.253
H 12.281 23.974 18.467
H 11.728 24.324 20.103
H 13.694 22.183 19.216
H 15.420 23.576 20.191
H 14.073 24.578 20.927
H 16.340 25.724 19.236
H 14.947 26.582 19.968
H 15.114 26.559 18.172
H 12.484 22.371 21.852
H 13.101 21.236 21.103
C 18.949 22.820 16.225
C 18.040 23.540 17.183
C 16.544 23.244 16.806
O 16.283 23.888 15.550
C 14.854 23.936 15.268
N 18.212 23.095 18.552
H 20.005 22.988 16.362
H 18.831 23.023 15.157
H 18.754 21.727 16.366
H 18.094 24.618 17.075
H 15.883 23.664 17.547
H 16.368 22.158 16.769
H 14.685 24.673 14.469
H 14.320 24.262 16.183
H 14.498 22.983 14.910
H 19.238 23.039 18.703
H 17.840 23.803 19.140
C 16.522 23.453 10.433
C 17.505 22.397 10.695
C 17.255 21.171 9.781
O 18.232 20.132 10.133
C 17.893 18.882 9.474
N 18.845 23.033 10.307
H 16.427 23.639 9.339
H 16.658 24.413 10.916
H 15.532 23.128 10.731
H 17.593 22.185 11.779
H 17.336 21.461 8.697
H 16.201 20.812 9.844
H 16.825 18.584 9.788
H 18.686 18.211 9.841
H 17.872 18.933 8.406
H 19.565 22.335 10.205
H 18.735 23.501 9.411
C 16.357 20.360 13.794
C 17.493 19.344 14.359
C 17.094 18.773 15.631
O 17.193 19.876 16.612
C 16.514 19.558 17.850
N 17.650 18.346 13.292
H 15.398 19.846 13.813
H 16.494 20.504 12.673
H 16.446 21.278 14.369
H 18.407 19.939 14.393
H 17.788 18.044 15.958
H 16.121 18.323 15.649
H 15.412 19.695 17.730
H 16.877 20.309 18.516
H 16.895 18.611 18.217
H 18.487 17.764 13.577
H 17.999 18.806 12.439
*
```

Here are the Löwdin charges for atoms 1 to 8, given in e: number 1, C, carries -0.1254; number 2, O, carries -0.2222; number 3, C, carries -0.1900; number 4, C, carries -0.2098; number 5, N, carries -0.0549; number 6, C, carries -0.2186; number 7, C, carries -0.2082; number 8, O, carries -0.2281

# 2
# C29H17BCl2F4I2N2O5SSc

C29H17BCl2F4I2N2O5SSc as an isolated structure (ωB97M-V with the def2-TZVPD basis set, the OMol25 dataset).

## Properties
Orbital gap (eV): 4.561
E (Eh): -4700.48531
E_LUMO (eV): 1.90

Structure (ORCA input):
```
! RIJCOSX wB97M-V def2-TZVPD def2/J DEFGRID3
* xyz -1 1
Sc -0.005 -0.167 -0.812
Cl -4.838 -0.534 4.994
C -3.639 -0.063 3.797
C -2.950 1.137 4.006
C -1.938 1.419 3.096
Cl -1.120 2.945 3.366
C -1.617 0.594 2.032
O -0.454 0.826 1.211
C -2.505 -0.496 1.676
C -2.540 -1.165 0.491
O -1.669 -0.880 -0.526
C -3.439 -0.862 2.722
H -3.189 1.817 4.806
H -3.259 -1.949 0.288
H -4.008 -1.776 2.610
I -1.089 3.158 -0.527
C 0.722 3.447 0.508
C 1.345 4.626 0.221
C 2.580 4.951 0.812
C 3.154 4.083 1.686
C 2.526 2.860 2.018
C 3.133 1.996 2.962
C 2.545 0.823 3.320
C 1.321 0.450 2.735
C 0.728 1.262 1.820
C 1.286 2.508 1.418
H 0.898 5.311 -0.486
H 3.062 5.884 0.552
H 4.109 4.305 2.148
H 4.083 2.298 3.388
H 3.013 0.162 4.038
H 0.836 -0.485 2.983
F 3.320 0.719 -2.695
B 3.045 1.533 -1.622
F 1.764 0.967 -1.002
F 3.989 1.514 -0.634
F 2.706 2.820 -2.024
I -2.184 -1.924 -3.561
C -1.080 -0.215 -4.055
C -1.098 0.149 -5.396
C -0.384 1.264 -5.791
C 0.317 1.977 -4.835
C 0.273 1.545 -3.527
N -0.412 0.460 -3.122
H -1.660 -0.440 -6.105
H -0.376 1.565 -6.831
H 0.904 2.849 -5.085
H 0.813 2.086 -2.767
O -0.002 -2.400 2.392
C 0.168 -2.636 1.222
N 1.000 -1.914 0.358
S 1.255 -2.726 -0.996
O 2.515 -3.382 -1.152
O 0.918 -1.753 -2.055
C -0.028 -3.923 -0.787
C -0.495 -4.902 -1.644
C -1.516 -5.714 -1.173
C -2.028 -5.549 0.116
C -1.528 -4.574 0.967
C -0.515 -3.761 0.492
H -0.088 -5.017 -2.640
H -1.928 -6.485 -1.810
H -2.831 -6.195 0.449
H -1.914 -4.423 1.966
*
```

Here are the natural (NBO) charges for atoms 1 to 8, given in e: number 1, Sc, carries 1.8030; number 2, Cl, carries -0.0649; number 3, C, carries 0.0248; number 4, C, carries -0.4481; number 5, C, carries -0.0289; number 6, Cl, carries -0.0255; number 7, C, carries 0.1823; number 8, O, carries -0.6320

# 3
# C6H14N2O2

A 2-piece molecular cluster, C6H14N2O2 overall (ωB97M-V with the def2-TZVPD basis set, the OMol25 dataset).

## Properties
Orbital gap (eV): 10.191
Structure (SMILES): CNC(C)=O.CNC(C)=O
E (Eh): -496.96269
E_LUMO (eV): 0.66

Structure (ORCA input):
```
! RIJCOSX wB97M-V def2-TZVPD def2/J DEFGRID3
* xyz 0 1
C -0.719 0.193 -2.301
C 2.940 1.004 -1.473
C 0.689 -0.079 -1.668
O 1.123 -1.134 -1.312
N 1.461 1.013 -1.851
H -1.489 -0.012 -1.431
H 1.179 1.780 -2.395
H 3.299 1.994 -1.641
H -0.765 1.128 -2.760
H -0.702 -0.605 -3.078
H 3.087 0.608 -0.384
H 3.551 0.396 -2.061
C -0.106 0.863 2.615
C -2.134 -2.021 1.318
C -1.730 -0.575 1.658
O -2.715 0.089 1.785
N -0.345 -0.370 1.729
H 0.432 -0.625 1.110
H 0.613 0.546 3.475
H -2.960 -2.237 2.050
H 0.357 1.682 2.034
H -1.088 1.215 2.968
H -2.638 -2.140 0.243
H -1.341 -2.715 1.367
*
```

Here are the natural (NBO) charges for atoms 1 to 8, given in e: number 1, C, carries -0.7063; number 2, C, carries -0.4159; number 3, C, carries 0.6874; number 4, O, carries -0.6321; number 5, N, carries -0.6223; number 6, H, carries 0.2450; number 7, H, carries 0.3923; number 8, H, carries 0.2007

# 4
# C6H8O2

A single C6H8O2 molecule (ωB97M-V with the def2-TZVPD basis set, the OMol25 dataset).

## Properties
Orbital gap (eV): 8.893
Structure (SMILES): C[C@H]1[C@H]2OC=CO[C@@H]12
E (Eh): -383.67882
E_LUMO (eV): 0.81

Structure (ORCA input):
```
! RIJCOSX wB97M-V def2-TZVPD def2/J DEFGRID3
* xyz 0 1
C 1.917 0.070 -1.004
C 1.426 -0.057 0.391
C -0.017 -0.706 0.719
C -2.056 -0.566 -0.372
C -1.980 0.803 -0.336
C 0.170 0.646 1.054
H 2.611 0.710 -1.285
H 0.976 0.029 -1.657
H 2.442 -0.861 -1.241
H 2.250 -0.727 1.107
H -0.107 -1.244 1.709
H -3.151 -1.021 -0.777
H -2.922 1.567 -0.229
H 0.270 1.288 1.939
O -1.114 -1.334 -0.001
O -0.714 1.402 -0.017
*
```

Here are the natural (NBO) charges for atoms 1 to 8, given in e: number 1, C, carries -0.6247; number 2, C, carries -0.2180; number 3, C, carries 0.0336; number 4, C, carries 0.0874; number 5, C, carries -0.0431; number 6, C, carries 0.0542; number 7, H, carries 0.2163; number 8, H, carries 0.2275

# 5
# C24H40FN5O5

A 3-piece molecular cluster, C24H40FN5O5 overall (ωB97M-V with the def2-TZVPD basis set, the OMol25 dataset).

## Properties
Orbital gap (eV): 8.850
Structure (SMILES): CCCCCCCN1C(=O)c2c(C[C@H](O)CN)cc(N)c(F)c2C1=O.CNC(C)=O.CNC(C)=O
E (Eh): -1688.38587
E_LUMO (eV): -0.13

Structure (ORCA input):
```
! RIJCOSX wB97M-V def2-TZVPD def2/J DEFGRID3
* xyz 0 1
C -0.804 1.835 4.672
C -1.250 0.597 5.478
C -2.488 -0.107 4.914
C -2.212 -1.277 3.951
C -1.003 -1.140 3.028
C -1.287 -0.350 1.748
C -0.120 -0.490 0.787
N -0.452 -0.102 -0.604
C -0.673 1.306 -0.819
O -1.727 1.845 -0.616
C 0.559 1.862 -1.430
C 0.950 3.170 -1.612
C 0.124 4.326 -1.138
C 0.619 4.963 0.189
O 1.759 4.259 0.687
C -0.487 4.929 1.245
N -0.618 3.570 1.753
C 2.174 3.374 -2.240
C 2.980 2.323 -2.670
N 4.210 2.530 -3.323
C 2.532 1.017 -2.481
F 3.334 0.026 -2.915
C 1.334 0.788 -1.860
C 0.608 -0.466 -1.500
O 0.796 -1.589 -1.878
H -0.870 2.748 5.260
H 0.210 1.728 4.285
H -1.448 1.973 3.802
H -1.447 0.912 6.502
H -0.414 -0.101 5.530
H -3.155 0.627 4.459
H -3.047 -0.513 5.760
H -2.146 -2.198 4.531
H -3.083 -1.393 3.305
H -0.122 -0.742 3.538
H -0.725 -2.150 2.711
H -1.455 0.704 1.980
H -2.176 -0.759 1.276
H 0.752 0.068 1.151
H 0.163 -1.542 0.745
H -0.910 4.008 -1.052
H 0.183 5.103 -1.901
H 0.905 5.999 -0.004
H 2.417 4.896 0.972
H -0.272 5.666 2.026
H -1.422 5.191 0.749
H 0.036 3.382 2.496
H -1.556 3.368 2.061
H 2.524 4.388 -2.383
H 4.939 1.971 -2.893
H 4.492 3.496 -3.213
C -4.131 -4.024 -0.206
C -4.274 -2.546 0.071
O -4.180 -2.088 1.200
N -4.500 -1.728 -0.987
C -4.626 -2.082 -2.386
H -3.950 -4.528 0.738
H -5.039 -4.427 -0.656
H -3.292 -4.214 -0.876
H -4.571 -0.754 -0.736
H -3.854 -1.586 -2.976
H -5.601 -1.781 -2.772
H -4.521 -3.154 -2.515
C 4.807 -5.094 -4.750
C 4.990 -5.040 -3.248
O 5.733 -5.812 -2.664
N 4.290 -4.094 -2.574
C 3.367 -3.098 -3.100
H 5.429 -5.897 -5.134
H 3.767 -5.294 -5.009
H 5.110 -4.155 -5.214
H 4.453 -4.109 -1.580
H 3.696 -2.097 -2.842
H 2.381 -3.239 -2.660
H 3.287 -3.189 -4.178
*
```

Here are the Löwdin charges for atoms 1 to 8, given in e: number 1, C, carries -0.1130; number 2, C, carries -0.2533; number 3, C, carries -0.2083; number 4, C, carries -0.1907; number 5, C, carries -0.2019; number 6, C, carries -0.1714; number 7, C, carries -0.1351; number 8, N, carries 0.0410